DFT (ωB97M-V/def2-TZVPD) results for C21H26ClN3O2 in the gas phase at a distorted geometry.

```
53
C21H26ClN3O2 ωB97M-V/def2-TZVPD
H 6.637 -0.262 -2.804
C -0.889 -3.453 -0.416
C 1.691 1.269 -1.829
C 7.486 -0.127 0.467
H -1.130 -0.079 1.940
H -2.714 2.290 0.284
H 4.249 0.386 -3.107
O -1.159 2.043 -1.478
C 5.182 0.500 0.196
C 6.303 0.274 1.021
H -2.869 -3.049 0.307
H 0.119 -3.051 -0.328
O 1.816 1.495 0.424
H 8.569 -0.642 -1.319
N 4.038 0.896 0.789
C 3.027 1.097 -0.005
H -2.238 3.539 1.469
N -0.730 2.293 0.740
H 1.282 1.269 -2.818
C -2.094 2.497 1.159
H -2.244 -1.150 -1.159
H -4.385 -1.472 1.097
Cl 8.861 -0.403 1.472
H -4.468 -1.350 -1.342
H -0.878 -0.770 -0.124
C -1.900 -1.163 -0.123
C 6.548 -0.114 -1.737
H -6.683 -0.350 -1.731
H -6.682 -1.208 -0.189
C -6.265 -0.358 -0.727
C -4.745 -0.455 -0.783
C 7.619 -0.325 -0.921
C -2.474 1.559 2.304
C 4.183 0.528 -2.038
H -6.574 0.553 -0.220
H -1.584 -2.621 1.441
C -2.210 0.088 1.943
H -1.163 -3.455 -1.469
H 6.193 0.428 2.082
H -2.642 -0.554 2.729
C -4.143 -0.504 0.620
H -4.334 0.410 -1.305
H -0.880 -4.481 -0.060
C 3.018 0.934 -1.428
C 5.301 0.303 -1.217
H -1.899 1.806 3.199
H -3.529 1.712 2.534
C -1.872 -2.612 0.387
H -4.618 0.277 1.219
C 1.021 1.597 -0.692
C -0.399 1.992 -0.531
N -2.718 -0.232 0.624
H -0.025 2.206 1.456
```

## Properties
Electronic energy, eV: -43287.6098
LUMO, hartree: -0.0191
HOMO-LUMO gap, eV: 7.68
Highest occupied orbital energy, Ha: -0.30136